Below is a 17-piece molecular cluster, C78H203N13O30 overall at a distorted geometry, with properties calculated with ωB97M-V with the def2-TZVPD basis set.

```
! wB97M-V def2-TZVPD RIJCOSX def2/J DEFGRID3
* xyz 0 1
C 9.982 -19.913 22.190
C 10.053 -21.356 22.649
C 8.683 -22.106 22.572
O 8.944 -23.497 22.616
C 7.803 -24.281 22.646
N 11.081 -22.132 21.860
H 10.967 -19.485 22.457
H 9.212 -19.324 22.626
H 9.891 -19.815 21.132
H 10.297 -21.530 23.671
H 8.183 -21.952 21.587
H 8.099 -21.773 23.424
H 7.212 -24.278 23.559
H 8.008 -25.339 22.610
H 7.081 -24.063 21.834
H 10.964 -21.880 20.888
H 10.901 -23.136 21.970
C 20.901 -17.443 26.168
C 21.470 -17.478 24.746
C 21.546 -16.104 24.273
O 20.264 -15.500 24.363
C 20.398 -14.142 24.020
N 22.828 -18.035 24.730
H 19.815 -17.369 26.111
H 21.416 -16.617 26.697
H 21.137 -18.392 26.714
H 20.898 -18.004 24.078
H 21.961 -16.056 23.253
H 22.190 -15.626 25.028
H 20.495 -14.082 22.967
H 21.264 -13.710 24.487
H 19.566 -13.582 24.522
H 22.909 -19.050 24.982
H 23.429 -17.524 25.366
C 11.422 -13.109 27.771
C 12.871 -12.898 27.246
C 13.118 -13.980 26.208
O 13.261 -15.232 26.925
C 12.618 -16.214 26.193
N 13.136 -11.560 26.637
H 11.093 -12.474 28.576
H 11.354 -14.085 28.168
H 10.701 -12.850 27.009
H 13.550 -13.132 28.069
H 14.157 -13.771 25.690
H 12.319 -14.021 25.403
H 12.861 -16.248 25.120
H 11.526 -15.984 26.255
H 12.767 -17.163 26.627
H 13.968 -11.661 26.083
H 13.180 -10.888 27.356
C 13.665 -10.630 31.094
C 14.120 -12.104 31.346
C 12.949 -13.031 31.584
O 13.498 -14.382 31.890
C 12.441 -15.286 32.126
N 14.866 -12.517 30.159
H 12.776 -10.575 30.434
H 14.462 -10.056 30.667
H 13.469 -10.138 32.078
H 14.711 -12.170 32.302
H 12.294 -13.095 30.713
H 12.373 -12.631 32.456
H 11.648 -15.204 31.412
H 11.977 -15.005 33.067
H 12.895 -16.243 32.116
H 15.233 -13.490 30.298
H 15.722 -11.989 30.034
C 13.828 -23.499 22.124
C 15.059 -23.865 22.915
O 15.232 -23.074 24.121
O 13.732 -22.082 21.918
H 13.042 -23.866 22.713
H 13.946 -24.085 21.220
H 15.961 -23.726 22.347
H 14.948 -24.926 23.235
H 15.070 -22.189 23.780
H 12.763 -21.971 21.878
C 16.323 -14.149 34.354
C 16.226 -15.271 35.264
O 14.925 -15.787 35.330
O 16.036 -14.456 33.008
H 17.358 -13.837 34.409
H 15.634 -13.372 34.672
H 16.633 -14.975 36.217
H 16.890 -16.122 34.921
H 14.280 -15.074 35.273
H 15.080 -14.733 32.895
C 13.630 -18.375 21.146
C 13.931 -18.431 22.620
O 14.952 -19.428 22.915
O 12.924 -19.579 20.734
H 14.472 -18.158 20.558
H 12.992 -17.504 20.964
H 12.996 -18.680 23.080
H 14.365 -17.425 22.903
H 14.748 -20.184 22.365
H 13.470 -20.395 21.018
C 18.899 -21.938 26.326
C 20.293 -21.439 25.879
O 21.227 -21.295 26.899
O 18.338 -20.726 27.009
H 19.082 -22.806 27.004
H 18.323 -22.308 25.510
H 20.123 -20.578 25.178
H 20.797 -22.096 25.216
H 20.849 -20.658 27.524
H 17.424 -20.795 27.256
C 20.599 -12.865 34.484
O 20.087 -13.823 33.648
C 20.956 -14.901 33.273
C 20.250 -15.840 32.389
N 19.767 -15.338 31.110
C 19.009 -16.314 30.246
C 19.998 -17.210 29.451
O 20.783 -18.117 30.093
C 20.020 -19.190 30.478
H 21.057 -13.248 35.411
H 19.733 -12.302 34.844
H 21.340 -12.167 34.173
H 21.367 -15.349 34.161
H 21.830 -14.445 32.787
H 19.449 -16.309 33.006
H 20.929 -16.626 32.213
H 19.189 -14.517 31.303
H 18.591 -15.768 29.440
H 18.251 -16.887 30.823
H 20.691 -16.437 29.044
H 19.484 -17.724 28.576
H 19.421 -19.547 29.602
H 19.353 -19.107 31.321
H 20.728 -19.983 30.673
C 15.434 -18.483 32.743
O 16.198 -19.023 31.697
C 15.728 -20.284 31.324
C 16.503 -20.901 30.168
N 16.085 -20.707 28.775
C 15.789 -19.318 28.428
C 15.175 -19.411 27.039
O 13.930 -20.115 27.156
C 13.377 -20.478 25.881
H 15.916 -17.552 32.971
H 15.473 -19.120 33.619
H 14.424 -18.317 32.495
H 14.613 -20.298 31.031
H 15.865 -20.919 32.220
H 16.527 -21.970 30.264
H 17.479 -20.448 30.176
H 15.263 -21.292 28.548
H 16.769 -18.752 28.358
H 15.027 -18.822 29.089
H 15.778 -19.926 26.312
H 14.997 -18.396 26.694
H 13.434 -19.654 25.148
H 12.369 -20.733 26.003
H 13.916 -21.369 25.521
C 16.648 -16.496 24.316
O 16.572 -16.408 22.918
C 17.741 -16.465 22.227
C 18.575 -17.766 22.417
N 17.811 -18.946 21.885
C 18.386 -20.144 22.393
C 19.764 -20.679 21.774
O 20.825 -19.939 22.374
C 22.059 -20.279 21.742
H 17.633 -16.178 24.649
H 16.464 -17.561 24.646
H 15.878 -15.772 24.609
H 18.343 -15.621 22.596
H 17.545 -16.303 21.180
H 18.796 -17.859 23.496
H 19.455 -17.785 21.817
H 16.857 -18.865 22.114
H 17.698 -20.964 22.084
H 18.427 -20.183 23.471
H 19.727 -20.458 20.730
H 19.870 -21.762 21.896
H 22.840 -19.636 22.114
H 21.994 -20.039 20.639
H 22.202 -21.348 21.922
C 17.229 -8.133 25.500
O 17.498 -9.141 26.452
C 16.607 -10.272 26.360
C 17.419 -11.386 27.105
N 16.870 -12.717 27.180
C 17.706 -13.906 27.222
C 16.816 -15.090 27.492
O 16.197 -14.888 28.746
C 15.362 -15.984 29.119
H 18.144 -7.624 25.232
H 16.517 -7.453 26.052
H 16.776 -8.572 24.621
H 16.543 -10.505 25.286
H 15.635 -10.066 26.825
H 17.807 -11.049 28.098
H 18.331 -11.327 26.467
H 16.226 -12.824 27.947
H 18.544 -13.832 27.960
H 18.150 -14.085 26.233
H 17.459 -15.990 27.451
H 16.075 -15.172 26.693
H 14.760 -16.359 28.279
H 14.538 -15.696 29.868
H 15.919 -16.752 29.690
C 12.865 -19.973 36.187
O 11.928 -18.973 35.807
C 11.762 -18.679 34.395
C 10.468 -17.988 34.157
N 9.391 -18.915 34.531
C 8.091 -18.288 34.560
C 7.017 -19.114 35.325
O 7.447 -19.347 36.656
C 6.969 -20.513 37.324
H 12.574 -20.962 35.764
H 12.973 -20.013 37.249
H 13.806 -19.725 35.717
H 11.795 -19.619 33.856
H 12.639 -18.132 34.093
H 10.345 -17.791 33.020
H 10.464 -17.040 34.640
H 9.573 -19.324 35.381
H 7.753 -18.336 33.532
H 8.072 -17.255 34.875
H 7.014 -20.083 34.829
H 6.129 -18.573 35.150
H 7.477 -20.542 38.264
H 7.152 -21.416 36.719
H 5.915 -20.492 37.543
C 16.382 -24.728 31.537
O 17.082 -23.947 32.413
C 16.328 -23.550 33.595
C 17.201 -22.599 34.398
N 17.840 -21.617 33.562
C 18.798 -20.843 34.246
C 18.365 -19.482 34.747
O 17.508 -19.698 35.880
C 17.134 -18.446 36.367
H 16.397 -25.748 31.879
H 16.814 -24.532 30.529
H 15.302 -24.398 31.477
H 15.941 -24.394 34.192
H 15.461 -23.044 33.284
H 17.963 -23.234 34.863
H 16.504 -22.171 35.119
H 18.279 -22.130 32.819
H 19.780 -20.709 33.657
H 19.188 -21.370 35.155
H 17.819 -18.801 34.101
H 19.224 -18.900 35.134
H 16.347 -17.939 35.738
H 18.016 -17.758 36.425
H 16.675 -18.540 37.360
C 9.569 -23.699 26.085
O 8.557 -22.763 25.813
C 8.484 -21.786 26.849
C 9.697 -20.884 26.853
N 9.474 -19.669 27.671
C 10.404 -18.567 27.226
C 10.185 -17.408 28.156
O 10.249 -17.767 29.528
C 11.562 -17.965 29.968
H 9.618 -24.437 25.261
H 9.545 -24.238 27.061
H 10.571 -23.215 25.996
H 8.223 -22.223 27.812
H 7.731 -21.092 26.505
H 9.823 -20.519 25.800
H 10.581 -21.422 27.201
H 9.754 -19.915 28.643
H 10.163 -18.274 26.209
H 11.451 -18.886 27.313
H 9.172 -16.986 28.100
H 10.902 -16.614 28.022
H 11.393 -18.168 31.033
H 12.214 -17.019 29.903
H 12.164 -18.848 29.532
C 14.301 -23.696 28.478
O 13.431 -23.277 29.492
C 12.434 -22.401 29.235
C 11.839 -21.884 30.588
N 10.416 -21.415 30.394
C 9.773 -20.763 31.492
C 8.305 -20.442 31.123
O 7.652 -21.747 31.015
C 6.415 -21.522 30.423
H 13.785 -23.731 27.520
H 14.560 -24.705 28.670
H 15.164 -23.117 28.498
H 11.515 -22.894 28.767
H 12.752 -21.654 28.528
H 12.383 -21.133 31.135
H 11.797 -22.760 31.234
H 9.862 -22.237 30.210
H 10.282 -19.848 31.765
H 9.793 -21.361 32.350
H 8.128 -19.927 30.131
H 7.738 -19.833 31.826
H 6.622 -21.156 29.363
H 5.797 -20.786 30.994
H 5.871 -22.433 30.444
C 23.244 -19.802 34.505
O 22.323 -20.891 34.375
C 22.698 -22.012 35.146
C 21.660 -23.053 34.931
N 21.615 -23.300 33.500
C 20.547 -24.218 33.100
C 20.421 -24.247 31.594
O 20.211 -22.928 31.206
C 20.199 -22.735 29.760
H 23.078 -19.506 35.491
H 22.849 -19.047 33.845
H 24.257 -20.084 34.375
H 22.894 -21.665 36.205
H 23.645 -22.475 34.807
H 20.700 -22.744 35.406
H 21.942 -23.984 35.517
H 21.521 -22.471 32.994
H 19.501 -23.927 33.361
H 20.699 -25.195 33.593
H 19.592 -24.917 31.140
H 21.407 -24.541 31.188
H 19.460 -23.474 29.412
H 21.186 -23.000 29.379
H 19.861 -21.715 29.528
*
```

LUMO level   0.54 eV
Relative energy (zero: lowest compared OMol25 entry of this formula, charge and spin)   0.000 eV
Frontier orbital gap   8.92 eV
HOMO   -8.38 eV